(1)
# C19H43AuN2O2P2

A structure of composition C19H43AuN2O2P2 in a non-equilibrium geometry (wB97M-V/def2-TZVPD, OMol25).

```
69
Properties=species:S:1:pos:R:3
Au 0.787 0.070 0.601
P 0.414 1.714 -0.970
P 0.092 -2.101 0.965
N -0.957 -0.879 -1.838
C -1.302 1.624 -1.623
H -1.919 1.980 -0.785
H -1.445 2.341 -2.444
C -1.861 0.266 -2.043
H -2.783 0.091 -1.466
H -2.152 0.286 -3.108
C -1.689 -2.028 -1.256
H -1.248 -2.942 -1.675
H -2.753 -2.002 -1.557
C -1.620 -2.036 0.270
H -2.185 -2.902 0.649
H -2.076 -1.117 0.672
C -0.180 -2.684 2.684
C -0.791 -1.562 3.529
H -1.736 -1.195 3.111
H -0.093 -0.719 3.610
H -0.992 -1.943 4.539
C 0.886 -3.455 0.011
C 2.372 -3.604 0.341
H 2.806 -4.341 -0.347
H 2.541 -3.967 1.362
H 2.906 -2.654 0.217
C 1.547 1.644 -2.419
C 2.970 2.050 -2.031
H 3.634 1.854 -2.883
H 3.343 1.479 -1.172
H 3.042 3.123 -1.803
C 0.410 3.393 -0.220
C 1.632 3.649 0.663
H 1.414 4.507 1.314
H 2.518 3.900 0.066
H 1.871 2.789 1.301
C 0.802 -2.357 -4.181
C 0.118 -4.782 0.128
H -0.288 -4.968 1.134
H -0.718 -4.828 -0.583
H 0.795 -5.614 -0.104
C 1.069 2.412 -3.652
H 1.807 2.263 -4.451
H 0.098 2.059 -4.020
H 1.003 3.491 -3.465
C 0.191 4.527 -1.222
H -0.094 5.427 -0.660
H 1.113 4.766 -1.772
H -0.615 4.326 -1.938
C 1.091 -3.247 3.330
H 1.946 -2.571 3.188
H 0.923 -3.354 4.410
H 1.348 -4.244 2.947
H -0.922 -3.495 2.585
H -0.477 3.341 0.438
H 0.809 -3.093 -1.032
H 1.540 0.565 -2.663
O 1.895 -2.672 -4.351
H -0.621 -1.191 -2.826
H -0.238 -1.826 -3.911
C -3.244 2.549 3.201
C -2.122 1.883 2.450
N -0.881 2.205 2.904
O -2.298 1.119 1.487
H -2.916 2.924 4.176
H -4.056 1.833 3.348
H -3.624 3.396 2.617
H -0.075 1.728 2.506
H -0.763 2.800 3.714
```

Calculated values
E_HOMO (alpha / beta): -11.672 / -15.352 eV
energy: -49728.0021 eV
max |F|: 5.2 eV/A
2S+1: 3
net charge: +2
frontier orbital gap (alpha / beta): 5.27 / 4.88 eV

(2)
# C19H43AuN2O2P3

A structure of composition C19H43AuN2O2P3 in a non-equilibrium geometry (wB97M-V/def2-TZVPD, OMol25).

```
70
Properties=species:S:1:pos:R:3
Au -1.076 0.667 0.495
P -0.345 2.006 -1.351
P 1.262 1.103 1.899
P -2.509 1.180 2.275
H -1.596 -4.418 -1.463
C -2.511 -3.813 -1.448
C -2.632 -2.791 -2.348
H -1.920 -2.851 -3.214
C 0.734 1.329 -2.643
C 0.381 3.617 -0.941
C -1.921 2.418 -2.171
C 1.700 -0.265 3.044
C 2.899 1.353 1.085
C 1.323 2.522 3.051
C -4.090 0.955 1.456
C -2.280 2.899 2.805
C -2.263 0.036 3.654
H -3.266 -4.083 -0.698
H -3.555 -2.224 -2.594
H 0.344 0.367 -3.001
H 1.741 1.173 -2.222
H 0.743 2.088 -3.447
H 1.404 3.494 -0.565
H -0.240 4.126 -0.196
H 0.401 4.207 -1.874
H -2.436 1.498 -2.489
H -1.679 3.048 -3.038
H -2.552 2.970 -1.456
H 2.252 0.156 3.902
H 2.324 -1.015 2.533
H 0.774 -0.740 3.401
H 3.587 1.886 1.768
H 2.776 1.947 0.168
H 3.350 0.399 0.770
H 1.848 2.255 3.978
H 0.307 2.842 3.299
H 1.850 3.365 2.585
H -4.830 1.536 2.005
H -4.365 -0.108 1.460
H -4.008 1.313 0.417
H -3.289 3.340 2.874
H -1.661 3.451 2.074
H -1.820 2.913 3.806
H -3.076 0.214 4.361
H -1.299 0.250 4.149
H -2.306 -1.008 3.295
C -0.252 -2.060 -1.612
C 0.055 -2.592 -0.208
C -0.963 -2.367 0.781
C -2.119 -1.736 0.531
C -2.291 -0.915 -0.666
C -1.452 -1.202 -1.779
O 0.243 -2.660 -2.635
H 1.065 -2.298 -0.103
H 0.321 -3.681 -0.286
H -0.791 -2.839 1.764
H -3.016 -1.890 1.143
H -3.282 -0.530 -0.857
H -1.534 -0.615 -2.723
C 5.131 -1.412 -3.359
N 4.286 -2.159 -2.467
C 3.634 -1.551 -1.422
N 3.139 -2.489 -0.509
O 3.534 -0.324 -1.271
H 4.811 -0.354 -3.374
H 5.037 -1.861 -4.356
H 6.191 -1.473 -3.048
H 4.331 -3.172 -2.447
H 2.770 -2.104 0.358
H 2.675 -3.324 -0.907
```

Calculated values
E_HOMO (alpha / beta): -16.254 / -16.243 eV
energy: -59004.4255 eV
max |F|: 5.4 eV/A
2S+1: 3
net charge: +3
frontier orbital gap (alpha / beta): 5.58 / 3.52 eV
relative energy (zero: lowest compared OMol25 entry of this formula, charge and spin): 0.0 kcal per mole

(3)
# C19H43BBrN5O8S

A cluster of 6 separate species, C19H43BBrN5O8S in total (wB97M-V/def2-TZVPD, OMol25).

```
78
Properties=species:S:1:pos:R:3
C 0.995 -0.124 -2.549
B 0.828 1.325 -2.116
C 1.721 2.555 -2.518
C 3.148 2.221 -2.760
O 3.734 2.375 -3.776
Br 4.074 1.479 -1.230
S -0.637 1.741 -0.963
C -1.847 2.437 -2.057
O -0.185 2.783 -0.053
O -1.175 0.536 -0.366
H 1.370 -0.255 -3.566
H 1.663 -0.645 -1.838
H 0.041 -0.653 -2.466
H 1.321 3.015 -3.426
H 1.668 3.284 -1.704
H -1.433 2.461 -3.069
H -2.078 3.459 -1.763
H -2.739 1.818 -2.069
C -7.549 4.023 -3.352
N -6.182 3.729 -3.737
C -5.032 4.171 -3.160
C -5.158 5.088 -1.969
O -3.951 3.822 -3.616
H -8.079 3.104 -3.096
H -8.080 4.510 -4.172
H -7.565 4.682 -2.491
H -6.031 3.123 -4.528
H -4.160 5.335 -1.602
H -5.681 6.003 -2.252
H -5.714 4.599 -1.167
C 0.627 -4.681 0.927
N 1.150 -3.673 0.020
C 2.104 -2.747 0.263
C 2.722 -2.727 1.638
O 2.442 -1.950 -0.605
H 0.791 -5.676 0.512
H -0.446 -4.531 1.062
H 1.115 -4.615 1.893
H 0.773 -3.635 -0.914
H 3.462 -1.934 1.679
H 1.959 -2.532 2.392
H 3.212 -3.675 1.862
C 1.620 0.463 5.823
N 2.787 -0.362 5.572
C 2.867 -1.717 5.519
C 1.591 -2.496 5.747
O 3.928 -2.272 5.288
H 1.432 1.123 4.975
H 1.773 1.078 6.711
H 0.743 -0.155 5.978
H 3.669 0.098 5.409
H 1.822 -3.554 5.668
H 1.184 -2.296 6.739
H 0.839 -2.239 5.000
C 1.760 -9.354 3.526
N 1.147 -8.842 2.315
C 1.748 -8.510 1.142
C 3.247 -8.684 1.056
O 1.093 -8.087 0.204
H 1.348 -10.333 3.777
H 1.573 -8.678 4.362
H 2.832 -9.453 3.397
H 0.149 -8.705 2.307
H 3.568 -8.377 0.066
H 3.753 -8.067 1.800
H 3.527 -9.726 1.212
C -0.520 7.428 -3.897
N -1.503 6.893 -2.975
C -1.288 6.197 -1.832
C 0.142 5.920 -1.435
O -2.223 5.802 -1.152
H -0.625 8.511 -3.980
H -0.655 6.992 -4.888
H 0.484 7.204 -3.554
H -2.478 7.033 -3.187
H 0.129 5.348 -0.510
H 0.652 5.340 -2.205
H 0.689 6.850 -1.275
```

Calculated values
E_HOMO: -9.257 eV
energy: -125786.6007 eV
max |F|: 0.7 eV/A
SMILES: CB(CC(=O)Br)S(C)(=O)=O.CNC(C)=O.CNC(C)=O.CNC(C)=O.CNC(C)=O.CNC(C)=O
frontier orbital gap: 9.45 eV

(4)
# C19H43N4O15P2

A cluster of 5 separate species, C19H43N4O15P2 in total in a non-equilibrium geometry (wB97M-V/def2-TZVPD, OMol25).

```
83
Properties=species:S:1:pos:R:3
N 0.143 4.228 -5.980
P -1.045 3.032 -6.021
O -1.039 2.667 -4.437
N -0.314 1.668 -6.912
C -1.179 0.639 -7.498
C -0.729 -0.642 -6.750
N 0.383 -0.209 -5.874
P -0.022 -0.261 -4.149
O 1.162 0.643 -3.537
O 0.324 -1.743 -3.624
C 0.724 1.026 -6.371
N 1.941 1.459 -6.305
H 0.983 3.948 -5.481
H 0.357 4.508 -6.930
H -1.764 2.064 -4.211
H -0.821 0.518 -8.510
H -2.229 0.863 -7.554
H -0.289 -1.369 -7.403
H -1.566 -1.019 -6.172
H 0.740 1.454 -3.206
H 0.173 -2.428 -4.294
H 2.240 2.293 -6.782
H 2.593 0.941 -5.735
C 2.873 -0.339 -1.025
C 2.246 -1.061 0.147
O 2.753 -0.582 1.397
C 2.216 0.564 1.811
O 1.375 1.198 1.219
O 2.770 0.895 2.969
C 2.331 2.149 3.506
H 3.962 -0.392 -0.974
H 2.541 -0.782 -1.961
H 2.599 0.716 -1.024
H 2.490 -2.121 0.111
H 1.159 -0.975 0.126
H 1.247 2.195 3.563
H 2.714 2.969 2.899
H 2.741 2.232 4.508
C 0.660 -6.206 -2.132
C -0.451 -5.344 -2.693
O -1.160 -6.015 -3.741
C -2.078 -6.899 -3.331
O -2.354 -7.149 -2.190
O -2.626 -7.451 -4.410
C -3.596 -8.467 -4.125
H 1.314 -6.553 -2.933
H 1.252 -5.645 -1.410
H 0.255 -7.087 -1.637
H -0.028 -4.447 -3.145
H -1.138 -5.023 -1.911
H -4.354 -8.101 -3.438
H -3.107 -9.347 -3.713
H -4.064 -8.727 -5.070
C -1.597 0.687 2.872
C -1.578 1.750 1.795
O -2.753 1.667 0.964
C -3.853 2.219 1.472
O -3.944 2.782 2.530
O -4.848 2.038 0.599
C -6.114 2.535 1.041
H -1.737 -0.301 2.430
H -0.662 0.693 3.432
H -2.417 0.851 3.570
H -0.730 1.592 1.139
H -1.482 2.749 2.221
H -6.040 3.575 1.350
H -6.492 1.926 1.860
H -6.794 2.460 0.197
C 4.215 1.822 9.976
C 4.202 2.895 8.909
O 3.015 2.819 8.103
C 1.924 3.364 8.643
O 1.859 3.908 9.712
O 0.909 3.187 7.795
C -0.348 3.668 8.281
H 4.070 0.838 9.529
H 5.164 1.830 10.511
H 3.412 1.976 10.695
H 5.034 2.749 8.222
H 4.302 3.889 9.341
H -0.273 4.704 8.603
H -0.699 3.043 9.100
H -1.050 3.602 7.455
```

Calculated values
E_HOMO: -11.926 eV
energy: -75647.9405 eV
max |F|: 2.3 eV/A
net charge: +1
frontier orbital gap: 8.27 eV

(5)
# C19H43O2P3Rh

A structure of composition C19H43O2P3Rh in a non-equilibrium geometry (wB97M-V/def2-TZVPD, OMol25).

```
68
Properties=species:S:1:pos:R:3
Rh -0.935 0.380 -0.247
P -2.612 0.239 -1.631
P -1.050 -2.185 0.213
P -0.045 2.172 -1.238
H 6.995 -2.646 1.042
C 7.090 -1.584 1.291
C 6.706 -1.047 2.458
H 6.348 -1.631 3.314
C -2.159 -0.330 -3.309
C -4.062 -0.852 -1.326
C -3.574 1.769 -1.939
C 0.129 -2.755 1.487
C -2.619 -2.598 1.060
C -0.933 -3.288 -1.223
C 1.445 2.783 -0.374
C -1.057 3.700 -1.205
C 0.451 1.950 -2.987
H 7.604 -0.964 0.539
H 6.823 0.036 2.623
H -3.067 -0.413 -3.917
H -1.688 -1.318 -3.275
H -1.481 0.367 -3.806
H -4.820 -0.653 -2.095
H -4.524 -0.613 -0.363
H -3.824 -1.919 -1.369
H -3.476 2.089 -2.981
H -3.276 2.595 -1.291
H -4.634 1.570 -1.745
H -0.217 -3.722 1.882
H 0.145 -2.006 2.295
H 1.136 -2.849 1.058
H -2.804 -3.674 0.894
H -3.477 -2.032 0.683
H -2.510 -2.403 2.138
H -0.958 -4.320 -0.857
H 0.016 -3.115 -1.745
H -1.756 -3.111 -1.925
H 1.572 3.859 -0.545
H 2.342 2.247 -0.704
H 1.300 2.602 0.697
H -0.396 4.573 -1.144
H -1.689 3.697 -0.307
H -1.682 3.787 -2.099
H 1.219 2.692 -3.260
H -0.414 2.080 -3.656
H 0.867 0.940 -3.126
C 2.003 -0.109 0.904
C 2.466 -0.726 -0.305
C 3.825 -0.838 -0.587
C 4.751 -0.241 0.265
C 4.341 0.185 1.539
C 3.002 0.254 1.856
O 0.755 0.136 1.188
H -0.071 -1.190 -0.439
H 1.737 -1.044 -1.044
H 4.181 -1.341 -1.489
H 5.799 -0.212 -0.038
H 5.065 0.438 2.310
H 2.656 0.657 2.802
C -3.383 1.413 3.540
C -2.766 0.520 2.499
O -2.054 1.330 1.514
H -2.631 2.062 4.004
H -3.831 0.768 4.301
H -4.143 2.056 3.083
H -3.507 -0.117 1.997
H -2.017 -0.153 2.915
H -2.628 2.050 1.198
```

Calculated values
E_HOMO (alpha / beta): -16.327 / -16.343 eV
energy: -55339.0302 eV
max |F|: 4.3 eV/A
2S+1: 5
net charge: +3
frontier orbital gap (alpha / beta): 6.81 / 3.74 eV
relative energy (zero: lowest compared OMol25 entry of this formula, charge and spin): 0.0 kcal per mole

(6)
# C19H43OP3SSeTc

A structure of composition C19H43OP3SSeTc in a non-equilibrium geometry (wB97M-V/def2-TZVPD, OMol25).

```
69
Properties=species:S:1:pos:R:3
Tc -0.175 -0.351 0.949
P 0.157 1.533 2.218
P -2.284 0.422 0.304
P 1.966 -0.127 0.049
H -1.726 -2.348 -2.186
C -0.752 -2.619 -1.781
C -0.417 -2.287 -0.514
H -1.203 -1.571 -0.004
C 0.442 3.203 1.521
C -1.224 1.861 3.385
C 1.551 1.366 3.383
C -3.022 -0.334 -1.212
C -3.439 -0.209 1.578
C -2.828 2.166 0.057
C 2.409 -1.109 -1.415
C 3.156 -0.789 1.298
C 2.893 1.423 -0.379
H -0.210 -3.354 -2.406
H 0.178 -2.994 0.083
H 0.633 3.892 2.354
H -0.433 3.544 0.958
H 1.307 3.205 0.849
H -0.877 2.632 4.083
H -1.473 0.952 3.949
H -2.118 2.219 2.862
H 1.396 2.077 4.200
H 2.505 1.587 2.899
H 1.591 0.354 3.798
H -4.117 -0.178 -1.260
H -2.805 -1.405 -1.156
H -2.538 0.104 -2.101
H -4.461 -0.006 1.238
H -3.247 0.305 2.523
H -3.294 -1.286 1.718
H -3.932 2.155 0.038
H -2.427 2.513 -0.911
H -2.468 2.806 0.873
H 3.476 -1.002 -1.605
H 1.857 -0.775 -2.297
H 2.201 -2.166 -1.296
H 4.071 -1.109 0.781
H 2.721 -1.649 1.818
H 3.440 -0.050 2.056
H 3.888 1.147 -0.759
H 3.053 2.105 0.465
H 2.364 1.974 -1.163
C 0.242 1.395 -4.298
C 0.064 0.003 -4.367
C 0.410 -0.631 -5.564
C 1.105 0.096 -6.555
C 1.456 1.446 -6.377
C 1.097 2.070 -5.192
Se -0.723 2.521 -3.108
H 0.333 2.238 -2.143
H -0.353 -0.535 -3.513
H 0.134 -1.686 -5.707
H 1.372 -0.389 -7.491
H 1.961 2.012 -7.169
H 1.388 3.098 -4.973
C 0.318 -4.151 3.363
S -0.934 -2.992 2.819
C -1.301 -1.965 4.281
O 0.084 -1.901 2.169
H -0.099 -4.937 3.988
H 1.122 -3.634 3.874
H 0.707 -4.643 2.471
H -0.374 -1.457 4.574
H -2.061 -1.226 3.987
H -1.733 -2.558 5.088
```

Calculated values
E_HOMO (alpha / beta): -20.325 / -20.364 eV
energy: -128650.6326 eV
max |F|: 3.4 eV/A
2S+1: 4
net charge: +4
frontier orbital gap (alpha / beta): 6.81 / 5.68 eV